# 1
Below is 2 unconnected molecules or ions with the total composition C2H8N2O at a distorted geometry, with properties calculated with ωB97M-V/def2-TZVPD.

## Properties
HOMO energy in eV: -9.6
SMILES string: NC=O.CN
Frontier orbital gap in eV: 10.33
Energy above the lowest of the compared OMol25 structures with the same formula, charge and spin in kcal/mol: 27.4

Atoms and positions in Å:
1 N -1.689 0.393 -0.188
2 C -2.810 -0.156 0.373
3 O -3.755 -0.599 -0.241
4 H -1.851 0.643 -1.160
5 H -1.276 1.145 0.339
6 H -2.728 -0.194 1.472
7 C 2.531 -0.417 -0.027
8 N 1.116 -0.073 0.070
9 H 3.025 -0.027 0.874
10 H 2.633 -1.511 -0.046
11 H 3.043 0.016 -0.903
12 H 1.044 0.909 0.288
13 H 0.716 -0.130 -0.852

Cartesian forces (eV/Å) of the 2 atoms listed first:
N -0.8 0.6 -0.7
C -0.3 -0.2 0.1

These are the natural (NBO) partial charges, in e, on atoms 1 to 4: atom 1 (N): -0.814, atom 2 (C): 0.532, atom 3 (O): -0.587, atom 4 (H): 0.384

***

# 2
Below is 2 unconnected molecules or ions with the total composition C2H8N2O at a distorted geometry, with properties calculated with ωB97M-V/def2-TZVPD.

## Properties
HOMO energy in eV: -9.3
SMILES string: C/N=C\N.O
Frontier orbital gap in eV: 10.06
Energy above the lowest of the compared OMol25 structures with the same formula, charge and spin in kcal/mol: 47.9

Atoms and positions in Å:
1 C -1.309 0.605 0.126
2 N -0.155 -0.218 0.016
3 C 1.075 0.287 -0.362
4 N 1.519 1.626 -0.522
5 H -2.229 0.008 0.400
6 H -1.651 0.916 -0.834
7 H -1.269 1.521 0.784
8 H 1.932 -0.497 -0.268
9 H 0.883 2.386 -0.585
10 H 2.234 1.716 -1.226
11 O -0.037 -2.988 1.001
12 H 0.053 -2.227 0.427
13 H -1.044 -3.135 1.042

Cartesian forces (eV/Å) of the 2 atoms listed first:
C -1.7 0.5 0.6
N 5.6 1.5 -1.5

These are the natural (NBO) partial charges, in e, on atoms 1 to 4: atom 1 (C): -0.458, atom 2 (N): -0.530, atom 3 (C): 0.271, atom 4 (N): -0.827

***

# 3
Below is 2 unconnected molecules or ions with the total composition C2H8N2O, with properties calculated with ωB97M-V/def2-TZVPD.

## Properties
HOMO energy in eV: -9.4
SMILES string: NC=O.CN
Frontier orbital gap in eV: 10.17
Energy above the lowest of the compared OMol25 structures with the same formula, charge and spin in kcal/mol: 22.9

Atoms and positions in Å:
1 N 1.973 -0.585 -0.596
2 C 1.850 0.337 0.402
3 O 2.173 0.192 1.552
4 H 2.041 -0.213 -1.529
5 H 2.494 -1.425 -0.398
6 H 1.371 1.274 0.062
7 C -1.895 0.366 -0.373
8 N -1.757 -0.345 0.908
9 H -1.843 1.435 -0.213
10 H -2.873 0.151 -0.809
11 H -1.116 0.064 -1.085
12 H -0.928 0.057 1.350
13 H -1.490 -1.307 0.729

Cartesian forces (eV/Å) of the 2 atoms listed first:
N 0.1 0.2 0.0
C -0.1 0.3 -0.1

These are the natural (NBO) partial charges, in e, on atoms 1 to 4: atom 1 (N): -0.828, atom 2 (C): 0.522, atom 3 (O): -0.585, atom 4 (H): 0.391

***

# 4
Below is 2 unconnected molecules or ions with the total composition C2H8N2O at a distorted geometry, with properties calculated with ωB97M-V/def2-TZVPD.

## Properties
HOMO energy in eV: -7.3
SMILES string: N/C=C/N.O
Frontier orbital gap in eV: 8.02
Energy above the lowest of the compared OMol25 structures with the same formula, charge and spin in kcal/mol: 68.3

Atoms and positions in Å:
1 N -1.142 1.525 -0.495
2 C 0.061 1.308 0.176
3 C -0.049 0.669 1.392
4 N 0.949 0.010 2.165
5 H -1.863 0.910 -0.302
6 H -0.927 1.411 -1.412
7 H 0.977 1.452 -0.288
8 H -0.822 1.116 1.975
9 H 1.766 -0.250 1.684
10 H 1.271 0.488 2.954
11 O 0.049 -3.080 -2.340
12 H 0.377 -2.288 -2.594
13 H -0.646 -3.272 -2.915

Cartesian forces (eV/Å) of the 2 atoms listed first:
N 1.1 2.6 1.0
C -1.7 -3.0 3.5

These are the natural (NBO) partial charges, in e, on atoms 1 to 4: atom 1 (N): -0.803, atom 2 (C): -0.067, atom 3 (C): -0.107, atom 4 (N): -0.814

***

# 5
Below is 2 unconnected molecules or ions with the total composition C2H8N2O, with properties calculated with ωB97M-V/def2-TZVPD.

## Properties
HOMO energy in eV: -9.8
SMILES string: NC=O.CN
Frontier orbital gap in eV: 10.70
Energy above the lowest of the compared OMol25 structures with the same formula, charge and spin in kcal/mol: 20.6

Atoms and positions in Å:
1 N -1.111 -0.697 -1.210
2 C -0.158 -1.209 -2.044
3 O 0.906 -0.671 -2.258
4 H -0.757 -0.015 -0.552
5 H -1.792 -1.360 -0.894
6 H -0.399 -2.180 -2.500
7 C 0.243 0.540 1.764
8 N 0.448 1.385 0.555
9 H 0.770 -0.401 1.672
10 H 0.625 1.035 2.658
11 H -0.803 0.345 1.941
12 H 1.181 0.968 -0.006
13 H 0.848 2.258 0.875

Cartesian forces (eV/Å) of the 2 atoms listed first:
N 0.4 -0.6 -0.4
C 0.4 0.3 0.3

These are the natural (NBO) partial charges, in e, on atoms 1 to 4: atom 1 (N): -0.827, atom 2 (C): 0.526, atom 3 (O): -0.611, atom 4 (H): 0.417

***

# 6
Below is 2 unconnected molecules or ions with the total composition C2H8N2O2 at a distorted geometry, with properties calculated with ωB97M-V/def2-TZVPD.

## Properties
HOMO energy in eV: -9.8
SMILES string: NC=O.NCO
Frontier orbital gap in eV: 10.51
Energy above the lowest of the compared OMol25 structures with the same formula, charge and spin in kcal/mol: 29.4

Atoms and positions in Å:
1 N -0.697 -2.065 1.462
2 C -1.927 -1.460 1.640
3 O -2.344 -1.017 2.683
4 H -0.491 -2.759 2.177
5 H -0.684 -2.547 0.567
6 H -2.527 -1.292 0.724
7 N 1.086 2.301 -1.753
8 C 0.626 1.108 -1.101
9 O 1.475 0.570 -0.094
10 H 1.111 3.086 -1.108
11 H 1.981 2.205 -2.218
12 H -0.322 1.339 -0.617
13 H 0.453 0.332 -1.855
14 H 2.260 0.200 -0.507

Cartesian forces (eV/Å) of the 2 atoms listed first:
N -0.7 -1.1 -0.5
C -0.3 1.0 0.3

These are the natural (NBO) partial charges, in e, on atoms 1 to 4: atom 1 (N): -0.812, atom 2 (C): 0.524, atom 3 (O): -0.570, atom 4 (H): 0.390

***

# 7
Below is C2H8N2O2 in the gas phase at a distorted geometry, with properties calculated with ωB97M-V/def2-TZVPD.

## Properties
HOMO energy in eV: -9.7
SMILES string: CO[C@@H](O)NN
Frontier orbital gap in eV: 10.42
Energy above the lowest of the compared OMol25 structures with the same formula, charge and spin in kcal/mol: 86.1

Atoms and positions in Å:
1 C 1.010 1.822 0.300
2 O 1.254 0.487 0.564
3 C 0.239 -0.561 -0.185
4 O 0.747 -1.743 0.117
5 N -1.080 -0.325 0.344
6 N -2.013 -1.293 -0.245
7 H 1.981 2.446 0.528
8 H 0.221 2.386 0.770
9 H 0.714 2.045 -0.745
10 H 0.165 -0.220 -1.205
11 H 1.653 -1.854 -0.185
12 H -1.212 -0.395 1.335
13 H -1.300 -2.058 -0.427
14 H -2.380 -0.737 -0.966

Cartesian forces (eV/Å) of the 2 atoms listed first:
C 1.7 2.4 -1.1
O -2.1 -2.2 -1.1

These are the natural (NBO) partial charges, in e, on atoms 1 to 4: atom 1 (C): -0.256, atom 2 (O): -0.591, atom 3 (C): 0.510, atom 4 (O): -0.702

***

# 8
Below is 2 unconnected molecules or ions with the total composition C2H8N2O2 at a distorted geometry, with properties calculated with ωB97M-V/def2-TZVPD.

## Properties
HOMO energy in eV: -8.9
Frontier orbital gap in eV: 4.82
Energy above the lowest of the compared OMol25 structures with the same formula, charge and spin in kcal/mol: 177.1

Atoms and positions in Å:
1 C 1.336 0.383 1.472
2 N 0.753 -0.261 0.291
3 C -0.368 0.727 -0.408
4 N -0.848 0.027 -1.527
5 O 0.029 1.916 -0.425
6 H 1.824 1.311 1.187
7 H 0.520 0.712 2.126
8 H 1.970 -0.371 1.937
9 H 0.184 -1.078 0.592
10 H -0.346 0.187 -2.390
11 H -1.156 0.616 0.383
12 H -0.957 -0.963 -1.277
13 H -1.381 -2.946 0.366
14 O -0.760 -2.213 0.299

Cartesian forces (eV/Å) of the 2 atoms listed first:
C -0.7 0.3 -1.1
N -0.3 1.3 1.9

These are the natural (NBO) partial charges, in e, on atoms 1 to 4: atom 1 (C): -0.475, atom 2 (N): -0.256, atom 3 (C): 0.312, atom 4 (N): -0.735

***

# 9
Below is 3 unconnected molecules or ions with the total composition C2H8N2O2 at a distorted geometry, with properties calculated with ωB97M-V/def2-TZVPD.

## Properties
HOMO energy in eV: -9.4
Frontier orbital gap in eV: 4.35
Energy above the lowest of the compared OMol25 structures with the same formula, charge and spin in kcal/mol: 195.5

Atoms and positions in Å:
1 C -0.622 0.194 -1.453
2 N 0.027 -0.161 -0.258
3 C -0.711 -0.123 0.930
4 N 0.041 -0.540 1.933
5 O -1.921 0.134 0.949
6 H -1.039 -0.738 -1.901
7 H -1.484 0.828 -1.189
8 H 0.068 0.561 -2.228
9 H 2.869 1.248 -1.820
10 H -0.498 -0.612 2.796
11 H 2.581 -1.323 -0.019
12 H 2.630 -1.935 -0.428
13 H 1.035 0.052 -0.333
14 O 2.197 0.673 -1.448

Cartesian forces (eV/Å) of the 2 atoms listed first:
C -1.1 -0.4 -0.6
N 0.7 1.3 -0.7

These are the natural (NBO) partial charges, in e, on atoms 1 to 4: atom 1 (C): -0.473, atom 2 (N): -0.290, atom 3 (C): 0.594, atom 4 (N): -0.384

***

# 10
Below is 2 unconnected molecules or ions with the total composition C2H8N2O2 at a distorted geometry, with properties calculated with ωB97M-V/def2-TZVPD.

## Properties
HOMO energy in eV: -9.1
SMILES string: CNC(N)=O.O
Frontier orbital gap in eV: 9.50
Energy above the lowest of the compared OMol25 structures with the same formula, charge and spin in kcal/mol: 12.6

Atoms and positions in Å:
1 C 1.201 0.331 1.614
2 N 0.177 0.092 0.602
3 C 0.177 -1.133 -0.071
4 N -0.849 -1.314 -0.959
5 O 0.923 -2.016 0.292
6 H 0.836 0.014 2.590
7 H 1.174 1.444 1.676
8 H 2.216 0.004 1.447
9 H -0.301 0.918 0.288
10 H -1.629 -0.707 -1.104
11 H -0.990 -2.303 -1.102
12 O -0.686 1.681 -1.485
13 H -0.645 1.017 -2.176
14 H -1.603 1.971 -1.613

Cartesian forces (eV/Å) of the 2 atoms listed first:
C -1.4 2.0 0.4
N 1.1 -1.3 -0.3

These are the natural (NBO) partial charges, in e, on atoms 1 to 4: atom 1 (C): -0.404, atom 2 (N): -0.662, atom 3 (C): 0.776, atom 4 (N): -0.866